[1]
The following is a DFT calculation (ωB97M-V with the def2-TZVPD basis set) of a structure of composition C31H23BrF4IrNO7PSe at a distorted geometry.

Values from the calculation:
E_LUMO   1.64 eV
Relative energy (zero: lowest compared OMol25 entry of this formula, charge and spin)   1.1409 eV
HOMO-LUMO gap   7.1 eV
Charge   -1
Max |F|   0.022 Eh/bohr

```
70
C31H23BrF4IrNO7PSe, DFT ωB97M-V with the def2-TZVPD basis set
Ir -0.8000 -2.4333 0.1876
F 3.6346 0.7911 -6.7244
C 3.0240 0.7573 -5.5391
C 3.4706 1.5547 -4.5107
F 4.5093 2.3724 -4.7054
C 2.8220 1.5179 -3.2900
F 3.2744 2.3717 -2.3668
C 1.7454 0.6750 -3.0383
P 0.9605 0.4694 -1.3711
C -0.0741 1.9758 -1.2818
C -0.2920 2.8544 -2.3385
C -1.1808 3.9167 -2.2047
C -1.8549 4.1145 -1.0098
C -1.6484 3.2383 0.0500
C -0.7790 2.1687 -0.0885
C 2.3539 0.8706 -0.2433
C 2.4609 2.0425 0.5038
C 3.5223 2.2201 1.3824
C 4.4854 1.2300 1.5265
C 4.3818 0.0578 0.7903
C 3.3186 -0.1279 -0.0846
C 1.2881 -0.0938 -4.1170
Br -0.2345 -1.1714 -3.9751
C 1.9253 -0.0546 -5.3420
F 1.4975 -0.7863 -6.3737
H 0.2330 2.7136 -3.2760
H -1.3433 4.5884 -3.0388
H -2.5474 4.9409 -0.9060
H -2.1853 3.3734 0.9815
H -0.6663 1.4551 0.7200
H 1.7265 2.8282 0.3863
H 3.5986 3.1406 1.9503
H 5.3125 1.3707 2.2122
H 5.1241 -0.7227 0.9022
H 3.2236 -1.0510 -0.6464
O -3.9148 -4.3422 1.7758
C -2.9915 -3.6124 1.4646
O -2.5647 -3.3883 0.2609
C -2.2935 -2.8213 2.5442
C -2.8097 -2.7412 3.8467
C -2.2268 -1.8829 4.7294
C -1.1150 -1.1075 4.3277
C -0.4550 -0.1923 5.1848
C 0.6286 0.5072 4.7453
C 1.1176 0.3258 3.4298
C 0.5024 -0.5414 2.5748
C -0.6341 -1.2624 3.0092
N -1.2542 -2.1325 2.1592
H -3.6703 -3.3499 4.0833
H -2.6073 -1.7755 5.7392
H -0.8258 -0.0654 6.1954
H 1.1279 1.2025 5.4086
H 1.9892 0.8719 3.0932
H 0.8786 -0.7067 1.5728
C -3.4396 -1.2278 -1.6931
C -3.1321 -0.5210 -0.3811
C -4.2153 -0.7917 0.6647
O -1.8080 -0.7206 0.0698
H -4.4566 -1.0064 -2.0284
H -3.3456 -2.3072 -1.5691
H -2.7390 -0.8968 -2.4594
H -3.1575 0.5646 -0.5667
H -4.3986 -1.8529 0.8113
H -5.1584 -0.3479 0.3303
H -3.9455 -0.3312 1.6204
O 1.2220 -2.8139 0.3155
Se 1.4267 -3.3845 -1.2858
O 1.9876 -4.8782 -1.3203
O -0.2408 -3.3274 -1.5967
O 2.2323 -2.3114 -2.1776
```

Quick look at the natural (NBO) charges, all values in e: atom 1 (Ir): 1.355, atom 2 (F): -0.292, atom 3 (C): 0.272, atom 4 (C): 0.296, atom 5 (F): -0.300, atom 6 (C): 0.331, atom 7 (F): -0.306, atom 8 (C): -0.394, atom 9 (P): 0.905, atom 10 (C): -0.364, atom 11 (C): -0.146, atom 12 (C): -0.236, atom 13 (C): -0.222, atom 14 (C): -0.210, atom 15 (C): -0.196, atom 16 (C): -0.249, atom 17 (C): -0.235, atom 18 (C): -0.225, atom 19 (C): -0.228, atom 20 (C): -0.212, atom 21 (C): -0.228, atom 22 (C): -0.113, atom 23 (Br): 0.164, atom 24 (C): 0.297, atom 25 (F): -0.295, atom 26 (H): 0.203, atom 27 (H): 0.206, atom 28 (H): 0.205, atom 29 (H): 0.208, atom 30 (H): 0.237, atom 31 (H): 0.221, atom 32 (H): 0.205, atom 33 (H): 0.205, atom 34 (H): 0.213, atom 35 (H): 0.261, atom 36 (O): -0.628, atom 37 (C): 0.739, atom 38 (O): -0.643, atom 39 (C): 0.137, atom 40 (C): -0.224, atom 41 (C): -0.147, atom 42 (C): -0.016, atom 43 (C): -0.216, atom 44 (C): -0.205, atom 45 (C): -0.206, atom 46 (C): -0.138, atom 47 (C): 0.125, atom 48 (N): -0.361, atom 49 (H): 0.250, atom 50 (H): 0.210, atom 51 (H): 0.207, atom 52 (H): 0.211, atom 53 (H): 0.231, atom 54 (H): 0.240, atom 55 (C): -0.646, atom 56 (C): 0.103, atom 57 (C): -0.637, atom 58 (O): -0.731, atom 59 (H): 0.195, atom 60 (H): 0.233, atom 61 (H): 0.211, atom 62 (H): 0.162, atom 63 (H): 0.209, atom 64 (H): 0.199, atom 65 (H): 0.198, atom 66 (O): -1.057, atom 67 (Se): 2.744, atom 68 (O): -1.008, atom 69 (O): -1.020, atom 70 (O): -1.056

[2]
The following is a DFT calculation (ωB97M-V with the def2-TZVPD basis set) of a structure of composition C31H23Cl2F2N3O3Pd at a distorted geometry.

Values from the calculation:
E_LUMO   -1.36 eV
Relative energy (zero: lowest compared OMol25 entry of this formula, charge and spin)   10.2915 eV
HOMO-LUMO gap   6.8 eV
Max |F|   0.026 Eh/bohr

```
65
C31H23Cl2F2N3O3Pd, DFT ωB97M-V with the def2-TZVPD basis set
Pd 0.0969 0.5737 0.9779
F 0.8538 -2.8781 4.6342
C -0.2675 -2.3135 4.1217
C -0.0403 -1.3983 3.1746
C -0.8438 -0.4938 2.3704
C -2.1644 -0.4068 2.1879
C -2.7138 -3.0846 4.5147
F -5.5585 -0.2199 2.8456
C -1.4264 -2.9487 4.7298
C -2.7445 0.4407 1.1602
C -4.0649 0.8281 1.0321
C -4.3824 1.5782 -0.0931
C -3.4043 1.9060 -1.0227
C -2.0962 1.5176 -0.7854
N -1.7814 0.8089 0.2958
H 1.0235 -1.3414 2.9665
H -1.1968 -3.6234 5.5631
H -4.8013 0.5209 1.8175
H -5.4040 1.9034 -0.2409
H -3.6368 2.4650 -1.9173
H -1.2850 1.7598 -1.4579
O 1.1226 1.1211 -0.8365
C 2.5173 0.9297 -0.7535
C 2.9845 0.7200 0.6642
C 4.3411 0.7304 0.9649
C 4.7475 0.6075 2.2770
C 3.7851 0.4949 3.2724
C 2.4600 0.4709 2.9047
N 2.0638 0.5560 1.6241
H 0.6865 0.2948 -1.3449
H 3.0253 1.8148 -1.1454
H 2.8163 0.0748 -1.3686
H 5.0589 0.8450 0.1636
H 5.7999 0.6100 2.5268
H 4.0531 0.4217 4.3160
H 1.6719 0.3766 3.6395
Cl -2.7760 -4.7403 -1.6496
C -3.5722 -3.6125 -0.6104
C -4.7863 -3.0982 -1.0466
C -5.5671 -2.2771 -0.2503
C -5.1031 -1.8957 0.9957
C -3.8641 -2.3729 1.3614
Cl -3.2766 -1.5915 2.8561
C -3.0496 -3.2816 0.6554
N -1.9308 -3.8164 1.2598
C -0.8038 -4.4752 0.6760
C -0.5848 -5.8041 1.0304
C 0.5364 -6.4769 0.5822
C 1.4461 -5.8172 -0.2351
C 1.2352 -4.4914 -0.5710
C 0.1190 -3.7884 -0.1182
C -0.0126 -2.3215 -0.4127
C 0.1740 -1.8038 -1.8675
O 0.6567 -2.5305 -2.7233
O -0.1167 -0.5562 -1.9757
H -5.1308 -3.3964 -2.0275
H -6.5274 -1.9284 -0.6022
H -5.6159 -1.2263 1.7043
H -2.0700 -4.0251 2.2347
H -1.3199 -6.3087 1.6475
H 0.6934 -7.5111 0.8591
H 2.3200 -6.3359 -0.6071
H 1.9316 -3.9744 -1.2164
H 0.7895 -1.8076 0.1344
H -0.9446 -1.9180 -0.0299
```

Quick look at the natural (NBO) charges, all values in e: atom 1 (Pd): 0.786, atom 2 (F): -0.327, atom 3 (C): 0.452, atom 4 (C): -0.357, atom 5 (C): -0.118, atom 6 (C): -0.080, atom 7 (C): 0.159, atom 8 (F): -0.817, atom 9 (C): -0.628, atom 10 (C): 0.120, atom 11 (C): -0.260, atom 12 (C): -0.121, atom 13 (C): -0.250, atom 14 (C): 0.070, atom 15 (N): -0.425, atom 16 (H): 0.240, atom 17 (H): 0.317, atom 18 (H): 0.345, atom 19 (H): 0.224, atom 20 (H): 0.230, atom 21 (H): 0.237, atom 22 (O): -0.762, atom 23 (C): -0.108, atom 24 (C): 0.235, atom 25 (C): -0.239, atom 26 (C): -0.128, atom 27 (C): -0.253, atom 28 (C): 0.052, atom 29 (N): -0.474, atom 30 (H): 0.508, atom 31 (H): 0.202, atom 32 (H): 0.216, atom 33 (H): 0.234, atom 34 (H): 0.231, atom 35 (H): 0.237, atom 36 (H): 0.226, atom 37 (Cl): 0.042, atom 38 (C): -0.087, atom 39 (C): -0.172, atom 40 (C): -0.225, atom 41 (C): -0.234, atom 42 (C): -0.027, atom 43 (Cl): 0.656, atom 44 (C): 0.113, atom 45 (N): -0.645, atom 46 (C): 0.219, atom 47 (C): -0.247, atom 48 (C): -0.213, atom 49 (C): -0.217, atom 50 (C): -0.175, atom 51 (C): -0.043, atom 52 (C): -0.549, atom 53 (C): 0.805, atom 54 (O): -0.656, atom 55 (O): -0.816, atom 56 (H): 0.233, atom 57 (H): 0.225, atom 58 (H): 0.342, atom 59 (H): 0.401, atom 60 (H): 0.211, atom 61 (H): 0.213, atom 62 (H): 0.213, atom 63 (H): 0.234, atom 64 (H): 0.208, atom 65 (H): 0.218

[3]
The following is a DFT calculation (ωB97M-V with the def2-TZVPD basis set) of a structure of composition C31H23F2FeN7S3 at a distorted geometry.

Values from the calculation:
E_LUMO (alpha / beta)   -3.73 / -4.71 eV
Relative energy (zero: lowest compared OMol25 entry of this formula, charge and spin)   1.7123 eV
HOMO-LUMO gap (alpha / beta)   6.2 / 5.3 eV
Charge   +1
Max |F|   0.092 Eh/bohr
Spin multiplicity   2

```
67
C31H23F2FeN7S3, DFT ωB97M-V with the def2-TZVPD basis set
Fe -0.3216 0.0908 0.2407
C 4.3888 -0.2048 -3.2486
S 3.2804 -1.6455 -3.2932
C 1.8561 -0.9771 -2.4503
S 1.1856 0.3851 -3.2690
N 1.3982 -1.7077 -1.5065
N 0.3744 -1.5073 -0.7117
C -0.2200 -2.6206 -0.2268
C -1.2132 -2.4749 0.7290
C -1.9397 -3.5751 1.2591
C -2.8703 -3.3680 2.2336
C -3.0924 -2.0536 2.6870
C -2.3686 -1.0227 2.1255
N -1.4539 -1.1931 1.1752
H 5.0917 -0.3162 -4.0656
H 3.8037 0.6984 -3.3852
H 4.9164 -0.1940 -2.3002
H 0.0701 -3.5880 -0.6096
H -1.7255 -4.5625 0.8827
H -3.4229 -4.1927 2.6571
H -3.8100 -1.8510 3.4638
H -2.5129 -0.0050 2.4582
F -0.7957 4.2161 3.5861
C -1.3252 3.4718 2.6036
C -0.6484 2.3356 2.1900
C -1.1581 1.5594 1.1641
C -2.3752 1.9400 0.5750
C -3.0253 3.0954 1.0082
F -4.1660 3.4919 0.4177
C -2.5112 3.8812 2.0189
C -2.8326 1.0681 -0.4938
C -4.1412 0.9768 -0.9611
C -4.4377 0.0864 -1.9740
C -3.4075 -0.6549 -2.5333
C -2.1385 -0.5255 -2.0022
N -1.8585 0.2810 -0.9856
H 0.2782 2.0804 2.6787
H -3.0147 4.7805 2.3310
H -4.9177 1.5733 -0.5180
H -5.4514 -0.0306 -2.3209
H -3.5868 -1.3338 -3.3491
H -1.3129 -1.0969 -2.3967
N 2.7630 2.7447 -0.0300
C 2.5461 3.7632 -0.9227
C 3.4535 4.8235 -0.9968
C 3.2387 5.8647 -1.8724
C 2.1147 5.8701 -2.6987
C 1.2149 4.8260 -2.6501
C 1.4185 3.7713 -1.7645
S 0.2413 2.4776 -1.6920
N 0.7861 1.4770 -0.4980
C 1.9221 1.6940 0.2167
C 2.1751 0.7716 1.2490
C 3.3896 0.6825 1.9760
C 3.5308 -0.2670 2.9498
C 2.4587 -1.1355 3.2064
C 1.3085 -1.0106 2.4560
N 1.1429 -0.1000 1.5058
H 3.5546 2.8587 0.5896
H 4.3208 4.8199 -0.3527
H 3.9461 6.6778 -1.9185
H 1.9511 6.6919 -3.3754
H 0.3472 4.8046 -3.2892
H 4.2106 1.3409 1.7355
H 4.4541 -0.3599 3.5011
H 2.5276 -1.8923 3.9673
H 0.4732 -1.6729 2.6304
```

Quick look at the natural (NBO) charges, all values in e: atom 1 (Fe): 0.464, atom 2 (C): -0.740, atom 3 (S): 0.318, atom 4 (C): -0.083, atom 5 (S): -0.020, atom 6 (N): -0.343, atom 7 (N): -0.192, atom 8 (C): 0.023, atom 9 (C): 0.119, atom 10 (C): -0.201, atom 11 (C): -0.151, atom 12 (C): -0.228, atom 13 (C): 0.063, atom 14 (N): -0.381, atom 15 (H): 0.241, atom 16 (H): 0.242, atom 17 (H): 0.215, atom 18 (H): 0.222, atom 19 (H): 0.233, atom 20 (H): 0.237, atom 21 (H): 0.239, atom 22 (H): 0.233, atom 23 (F): -0.317, atom 24 (C): 0.451, atom 25 (C): -0.387, atom 26 (C): -0.086, atom 27 (C): -0.216, atom 28 (C): 0.445, atom 29 (F): -0.321, atom 30 (C): -0.392, atom 31 (C): 0.220, atom 32 (C): -0.234, atom 33 (C): -0.137, atom 34 (C): -0.251, atom 35 (C): 0.061, atom 36 (N): -0.424, atom 37 (H): 0.208, atom 38 (H): 0.251, atom 39 (H): 0.244, atom 40 (H): 0.230, atom 41 (H): 0.232, atom 42 (H): 0.213, atom 43 (N): -0.579, atom 44 (C): 0.140, atom 45 (C): -0.223, atom 46 (C): -0.168, atom 47 (C): -0.203, atom 48 (C): -0.203, atom 49 (C): -0.196, atom 50 (S): 0.750, atom 51 (N): -0.614, atom 52 (C): 0.485, atom 53 (C): 0.098, atom 54 (C): -0.195, atom 55 (C): -0.154, atom 56 (C): -0.203, atom 57 (C): 0.062, atom 58 (N): -0.341, atom 59 (H): 0.415, atom 60 (H): 0.218, atom 61 (H): 0.233, atom 62 (H): 0.234, atom 63 (H): 0.232, atom 64 (H): 0.217, atom 65 (H): 0.240, atom 66 (H): 0.241, atom 67 (H): 0.216

[4]
The following is a DFT calculation (ωB97M-V with the def2-TZVPD basis set) of a structure of composition C31H23F3N3O3P2PtS2Se2Te.

Values from the calculation:
E_LUMO (alpha / beta)   2.16 / 1.66 eV
Relative energy (zero: lowest compared OMol25 entry of this formula, charge and spin)   0.0000 eV
HOMO-LUMO gap (alpha / beta)   6.6 / 6.7 eV
Charge   -1
Max |F|   0.001 Eh/bohr
Spin multiplicity   3

```
71
C31H23F3N3O3P2PtS2Se2Te, DFT ωB97M-V with the def2-TZVPD basis set
Pt -0.6631 0.1089 -0.0966
Se 3.9647 -1.8346 4.6939
P 4.2466 -0.2431 3.3360
C 4.7664 1.2969 4.1470
C 4.6587 1.4273 5.5230
C 5.0597 2.6049 6.1414
C 5.5693 3.6463 5.3839
C 5.6767 3.5174 4.0039
C 5.2754 2.3475 3.3847
C 5.5805 -0.5438 2.1347
C 5.4427 -0.2166 0.7909
C 6.5027 -0.4170 -0.0836
C 7.7009 -0.9339 0.3832
C 7.8400 -1.2620 1.7268
C 6.7820 -1.0728 2.5994
C 2.8252 0.2303 2.3534
C 1.9084 -0.4675 1.5686
N 1.0756 0.4757 1.0802
N 1.4457 1.6635 1.5119
N 2.5036 1.5396 2.2774
P 1.6405 -2.1730 1.1006
Se 0.1321 -2.2822 -0.4364
C 1.1554 -3.0668 2.5830
C 0.4140 -2.3888 3.5457
C -0.0421 -3.0715 4.6613
C 0.2406 -4.4204 4.8159
C 0.9622 -5.1002 3.8431
C 1.4122 -4.4275 2.7191
C 3.1981 -2.8608 0.4822
C 3.4504 -2.7816 -0.8866
C 4.6484 -3.2541 -1.3959
C 5.5966 -3.8075 -0.5461
C 5.3484 -3.8844 0.8162
C 4.1515 -3.4122 1.3345
H 4.2651 0.6011 6.1014
H 4.9711 2.7043 7.2156
H 5.8818 4.5644 5.8657
H 6.0654 4.3344 3.4100
H 5.3448 2.2549 2.3086
H 4.5070 0.1869 0.4228
H 6.3838 -0.1738 -1.1319
H 8.5264 -1.0890 -0.3005
H 8.7736 -1.6707 2.0925
H 6.8726 -1.3469 3.6440
H 0.1778 -1.3397 3.4205
H -0.6179 -2.5427 5.4090
H -0.1095 -4.9485 5.6940
H 1.1719 -6.1560 3.9581
H 1.9652 -4.9597 1.9551
H 2.7083 -2.3544 -1.5501
H 4.8353 -3.1875 -2.4604
H 6.5347 -4.1736 -0.9454
H 6.0912 -4.2999 1.4854
H 3.9754 -3.4511 2.4017
F -4.1017 -0.5312 0.5109
C -4.1988 0.2014 1.6272
F -5.1024 1.1648 1.4108
F -4.6683 -0.5910 2.5994
S -2.5683 0.9190 2.0936
O -2.8473 1.6713 3.2800
O -1.7245 -0.2640 2.2394
O -2.2016 1.6930 0.9015
Te -0.5839 1.0610 -2.4995
C 1.0377 -0.0453 -3.2551
C 2.3696 0.2301 -3.1089
C 3.2136 -0.7149 -3.7549
C 2.5097 -1.6959 -4.3884
S 0.8251 -1.4662 -4.1906
H 2.7257 1.0847 -2.5503
H 4.2942 -0.6612 -3.7518
H 2.8964 -2.5271 -4.9567
```

Quick look at the Löwdin charges, all values in e: atom 1 (Pt): 0.462, atom 2 (Se): 0.334, atom 3 (P): 0.558, atom 4 (C): -0.344, atom 5 (C): -0.104, atom 6 (C): -0.084, atom 7 (C): -0.091, atom 8 (C): -0.079, atom 9 (C): -0.083, atom 10 (C): -0.353, atom 11 (C): -0.081, atom 12 (C): -0.079, atom 13 (C): -0.090, atom 14 (C): -0.084, atom 15 (C): -0.099, atom 16 (C): -0.430, atom 17 (C): -0.424, atom 18 (N): -0.205, atom 19 (N): -0.015, atom 20 (N): 0.018, atom 21 (P): 0.673, atom 22 (Se): 0.382, atom 23 (C): -0.370, atom 24 (C): -0.089, atom 25 (C): -0.064, atom 26 (C): -0.081, atom 27 (C): -0.081, atom 28 (C): -0.094, atom 29 (C): -0.335, atom 30 (C): -0.099, atom 31 (C): -0.076, atom 32 (C): -0.084, atom 33 (C): -0.075, atom 34 (C): -0.111, atom 35 (H): 0.053, atom 36 (H): 0.100, atom 37 (H): 0.098, atom 38 (H): 0.101, atom 39 (H): 0.104, atom 40 (H): 0.108, atom 41 (H): 0.104, atom 42 (H): 0.100, atom 43 (H): 0.101, atom 44 (H): 0.091, atom 45 (H): 0.098, atom 46 (H): 0.111, atom 47 (H): 0.100, atom 48 (H): 0.100, atom 49 (H): 0.108, atom 50 (H): 0.050, atom 51 (H): 0.100, atom 52 (H): 0.103, atom 53 (H): 0.109, atom 54 (H): 0.038, atom 55 (F): 0.113, atom 56 (C): -0.670, atom 57 (F): 0.123, atom 58 (F): 0.122, atom 59 (S): 0.460, atom 60 (O): -0.276, atom 61 (O): -0.385, atom 62 (O): -0.419, atom 63 (Te): 0.727, atom 64 (C): -1.072, atom 65 (C): -0.266, atom 66 (C): -0.234, atom 67 (C): -0.452, atom 68 (S): 0.886, atom 69 (H): 0.094, atom 70 (H): 0.093, atom 71 (H): 0.057

Look up the relative energy (zero: lowest compared OMol25 entry of this formula, charge and spin) of the fourth one. 0.0000 eV